Computed, not measured: a 6-piece molecular cluster, C22H22F5NO17 overall at a distorted geometry, with ωB97M-V with the def2-TZVPD basis set.

Computed properties:
frontier orbital gap: 8.738 eV
multiplicity: 1
LUMO: -0.511 eV
molecular weight: 667.398 Da
total energy: -73046.6828 eV
SMILES: O=C1OC[C@@H](F)O1.O=C1OC[C@@H](F)O1.O=C1OC[C@@H](F)O1.O=C1OC[C@@H](F)O1.O=C1OC[C@@H](F)O1.O=COCc1ccncc1
energy relative to the best compared isomer or geometry (same formula, charge and spin): 889.3 kJ/mol

```
67
C22H22F5NO17 (ωB97M-V with the def2-TZVPD basis set)
F -8.842 -5.427 -4.176
F 3.314 1.148 -1.134
F -0.369 1.825 4.910
F 3.458 3.378 2.298
F -1.886 -4.529 -3.716
O 7.599 4.466 1.120
O 5.560 3.529 1.540
O 0.220 -0.809 7.003
O -2.556 -1.200 -4.076
O 6.495 2.554 -3.895
O -4.701 -4.339 -5.353
O 0.410 1.443 6.975
O -6.072 -3.478 -3.738
O -6.740 -5.276 -4.934
O 4.619 1.804 -2.832
O 6.628 1.622 -1.810
O 6.228 5.327 2.736
O -0.629 -0.298 -3.238
O 2.105 0.656 2.606
O 0.808 0.304 8.912
O -0.983 -2.552 -3.178
O 1.129 -0.804 0.850
N -4.014 1.464 0.632
C -1.327 -1.269 -3.479
C -7.407 -3.760 -3.370
C 5.958 2.040 -2.928
C -2.970 -2.534 -4.293
C -2.792 2.331 0.524
C -2.322 -0.740 0.128
C -3.749 -0.005 0.457
C -2.182 -3.286 -3.275
C 0.503 0.314 7.731
C 0.406 0.991 5.640
C -0.991 0.246 -0.035
C -5.750 -4.362 -4.731
C 4.483 0.893 -1.764
C 1.880 0.381 1.297
C 0.453 -0.436 -0.408
C 4.732 3.626 2.676
C -7.568 -5.179 -3.797
C 5.642 1.213 -0.884
C 4.893 5.045 3.104
C 6.550 4.443 1.743
C -1.253 1.871 0.197
C -0.210 -0.363 5.732
H 0.140 -1.034 4.943
H 5.048 2.893 3.426
H 4.219 5.726 2.574
H -2.224 -1.904 0.015
H -1.304 -0.333 5.709
H 4.747 5.174 4.180
H -4.697 -0.727 0.536
H -0.360 2.630 0.130
H -7.252 -5.912 -3.048
H 0.216 -1.447 -0.976
H 1.109 0.274 -1.091
H -8.081 -3.079 -3.900
H 5.980 0.346 -0.309
H -2.961 3.504 0.675
H -4.048 -2.639 -4.145
H -2.659 -3.343 -2.291
H 5.433 2.034 -0.190
H -2.726 -2.828 -5.319
H -7.553 -3.631 -2.294
H 2.300 1.167 0.510
H 1.429 0.994 5.247
H 4.483 -0.131 -2.152
```